Entry 1:
Formula: C4H17N2O2
Source: the Open Molecules 2025 dataset
Level of theory: ωB97M-V with the def2-TZVPD basis set

* multiplicity: 1
* orbital gap: 9.5 eV
* net charge: +1
* LUMO energy: -2.96 eV
* strongest force on any atom: 2.19 eV/A
* relative energy (zero: lowest compared OMol25 entry of this formula, charge and spin): 1.627 eV

The geometry in XYZ format:
```
25
Properties=species:S:1:pos:R:3:mulliken_charge:R:1
H -0.651 -1.404 1.757 0.2726
C 0.433 -0.656 0.222 -1.0991
H 0.374 1.890 -2.045 0.4220
H -1.333 -3.443 0.991 0.3731
H 1.571 1.791 -0.905 0.2763
N -0.644 -1.490 0.751 -0.2372
H 0.378 -3.329 0.393 0.3624
H -1.640 1.486 0.623 0.3803
H 3.517 2.383 0.791 0.2954
H -3.509 0.223 -0.788 0.2410
H -0.913 0.101 -1.133 0.6053
C -0.154 0.559 -0.532 0.1000
H 3.672 0.944 1.050 0.2909
H 1.351 0.598 -2.102 0.3639
H -0.128 1.659 1.368 0.3380
H -2.780 -0.774 0.170 0.2741
H -1.063 -3.100 -0.623 0.2967
N 0.891 1.236 -1.450 -0.2077
O 3.049 1.556 0.636 -0.5962
H -0.669 2.703 0.013 0.5051
C -0.596 1.677 0.380 -1.5297
H 1.135 -0.433 1.041 0.3543
O -2.656 -0.038 -0.442 -0.5493
H 0.994 -1.245 -0.533 0.4897
C -0.626 -2.896 0.366 -1.0219
```

=====

Entry 2:
Formula: C2H10N2OP
Source: the Open Molecules 2025 dataset
Level of theory: ωB97M-V with the def2-TZVPD basis set

* multiplicity: 1
* orbital gap: 9.6 eV
* net charge: +1
* LUMO energy: -3.46 eV
* strongest force on any atom: 5.15 eV/A
* relative energy (zero: lowest compared OMol25 entry of this formula, charge and spin): 0.139 eV

The geometry in XYZ format:
```
16
Properties=species:S:1:pos:R:3:mulliken_charge:R:1
H 0.908 -0.204 1.149 0.0141
O -1.510 -2.137 1.547 -0.3960
H -0.410 0.004 -0.551 -0.3047
H -2.400 -2.212 1.036 0.4307
P 1.763 1.633 -0.294 -0.1318
H -1.856 -1.026 -0.957 0.5217
H -0.229 -1.606 -0.937 0.3200
H 2.026 0.800 -1.364 0.0947
N 0.310 1.978 -1.009 -0.5720
H 0.178 2.712 -1.723 0.2579
H -0.569 2.075 -0.406 0.2761
N 0.291 -0.906 1.560 -0.1728
C -0.960 -0.937 -0.489 -0.4946
H 0.570 -1.373 2.405 0.2643
H 2.659 2.554 -0.898 0.1074
C -0.771 -1.355 0.932 0.7848
```

=====

Entry 3:
Formula: C3H3BrN2O4P
Source: the Open Molecules 2025 dataset
Level of theory: ωB97M-V with the def2-TZVPD basis set

* multiplicity: 1
* orbital gap: 8.0 eV
* net charge: -1
* LUMO energy: 2.89 eV
* strongest force on any atom: 3.43 eV/A
* relative energy (zero: lowest compared OMol25 entry of this formula, charge and spin): 0.000 eV

The geometry in XYZ format:
```
14
Properties=species:S:1:pos:R:3:mulliken_charge:R:1
N 1.367 0.883 0.093 -0.6224
O -0.844 -1.867 -0.295 -0.4854
C 2.206 -0.276 -0.007 -0.0549
H -1.010 2.477 1.327 0.3143
Br 4.021 -0.169 0.253 -0.2267
H -1.602 -1.184 -0.286 0.5016
C 0.184 0.341 -0.094 0.3580
O -2.655 -0.106 0.011 -0.7788
O -1.609 1.744 1.324 -0.5439
P -1.629 1.010 -0.097 0.8306
C 1.492 -1.458 -0.289 -0.2881
N 0.216 -1.029 -0.235 0.2911
O -1.840 2.081 -1.123 -0.7340
H 1.702 -2.448 -0.582 0.4387
```

=====

Entry 4:
Formula: H8NaO4
Source: the Open Molecules 2025 dataset
Level of theory: ωB97M-V with the def2-TZVPD basis set

* multiplicity: 1
* orbital gap: 11.9 eV
* net charge: +1
* LUMO energy: -3.63 eV
* strongest force on any atom: 0.82 eV/A
* relative energy (zero: lowest compared OMol25 entry of this formula, charge and spin): 0.396 eV

The geometry in XYZ format:
```
13
Properties=species:S:1:pos:R:3:mulliken_charge:R:1
O 2.168 0.902 -1.061 -0.5929
H -3.390 1.569 0.369 0.3005
O -2.515 1.219 0.202 -0.5876
H -2.585 0.796 -0.654 0.3239
H -0.009 -1.413 -2.038 0.3357
H 3.112 0.931 -0.904 0.3004
H 2.086 0.715 -1.996 0.3220
H 0.644 -1.041 2.805 0.3279
H -0.770 -2.504 -1.315 0.3126
O -0.177 -1.768 -1.165 -0.6223
O 0.413 -0.154 2.531 -0.6190
Na 0.129 0.333 0.093 0.8747
H 0.893 0.416 3.133 0.3241
```

=====

Entry 5:
Formula: C23H25BiClN2P
Source: the Open Molecules 2025 dataset
Level of theory: ωB97M-V with the def2-TZVPD basis set

* multiplicity: 1
* orbital gap: 6.5 eV
* net charge: +2
* LUMO energy: -7.95 eV
* strongest force on any atom: 3.44 eV/A

The geometry in XYZ format:
```
53
Properties=species:S:1:pos:R:3:mulliken_charge:R:1
C -1.411 -0.664 -3.565 0.6735
H 3.364 0.067 -6.264 0.4090
C -2.212 -2.440 -5.016 -0.6775
H -2.011 -3.212 -5.763 0.4425
H 1.107 4.836 -1.643 0.4182
H -2.123 4.333 -4.470 0.4190
C -1.354 3.901 -3.825 -0.6701
H 4.436 -1.926 -2.602 0.3999
Cl 1.552 0.123 0.645 -0.3803
H 1.145 0.652 -5.312 0.4627
C 1.279 -4.270 1.860 0.7706
C -3.517 -2.231 -4.562 -0.4968
C 3.111 -0.242 -5.250 -0.7088
H -4.340 -2.853 -4.935 0.4323
C 4.044 -0.957 -4.491 -0.5050
H 5.030 -1.194 -4.895 0.4153
H -0.638 5.818 -3.123 0.4073
C -0.238 1.958 -2.904 0.6906
H 2.196 -1.409 -1.654 0.0240
H -2.788 -4.431 1.038 0.3912
C -1.163 -1.666 -4.518 -0.4139
H 3.336 -4.103 2.393 0.3238
N -0.056 -2.722 0.974 -0.2726
C 2.497 -4.804 2.488 -1.0888
H -2.950 0.342 -2.393 0.5476
P -0.058 0.165 -2.674 0.4774
H 1.336 2.360 -1.467 0.2755
H -0.209 -5.910 1.694 0.4277
C -3.777 -1.229 -3.618 -0.8281
C 3.706 -1.375 -3.196 -0.6952
H 0.184 -1.836 -1.249 0.2387
C -0.747 -3.896 0.950 0.6458
C 1.859 0.079 -4.717 -0.1680
C -2.070 -4.014 0.315 -1.2084
H 2.772 -5.754 2.012 0.3293
H -2.447 -3.043 -0.038 0.2568
C -2.739 -0.435 -3.134 -0.5616
N 1.181 -2.989 1.479 0.0540
C 0.600 2.802 -2.141 -0.5486
C 2.453 -1.087 -2.665 0.1298
H -2.022 -4.712 -0.536 0.2910
H 1.880 -2.254 1.527 0.2038
H -4.796 -1.074 -3.251 0.4193
Bi -0.708 -0.745 0.013 0.8488
C 0.457 4.183 -2.231 -0.6195
H -0.141 -1.831 -4.872 0.3948
C 1.525 -0.331 -3.414 0.5554
H -0.663 -2.140 -1.287 0.0418
H -1.863 1.862 -4.339 0.3998
C -1.216 2.512 -3.752 -0.1954
C -0.523 4.735 -3.071 -0.4834
H 2.337 -5.011 3.557 0.2923
C 0.055 -4.874 1.540 -0.9873
```

=====

> Among the records above, which one has the lowest LUMO energy?

C23H25BiClN2P

=====

> What is the multiplicity in the first record?

1

=====

> Look up the multiplicity of the third one.

1

=====

> Which of these has the lowest net charge?

C3H3BrN2O4P